(1)
30
Properties=species:S:1:pos:R:3:forces:R:3 method="wB97M-V/def2-TZVPD" total_charge=+2 spin_multiplicity=1 total_energy_ha=-981.222072
C -0.538631 1.208987 -2.591545 0.4 -0.8 0.7
C -1.923707 0.622742 -2.322924 0.3 0.4 -0.5
O -2.632871 1.548215 -1.554353 -0.2 -0.5 0.1
C -1.835681 -0.759997 -1.621002 1.1 0.6 0.5
C -0.792576 -0.686593 -0.425242 -2.5 -2.5 -1.3
C -0.568761 -2.023005 0.516209 0.7 0.6 0.2
O 0.526865 -1.683049 1.227651 -0.3 -1.3 -2.0
P 0.427763 0.105286 1.610559 2.9 2.6 4.2
C 2.117063 -0.041130 2.467110 -0.5 0.4 -0.6
C 2.820506 1.299033 2.349149 -0.2 0.4 0.1
F 4.191899 1.124023 2.294498 0.1 -0.1 0.1
O -0.983492 0.248834 0.434644 -0.1 -0.4 -0.9
H -0.030103 1.437672 -1.650640 -0.1 0.1 0.0
H 0.095190 0.435124 -3.089965 -0.1 0.4 -0.4
H -0.563989 2.131957 -3.162999 -0.1 -0.2 -0.3
H -2.402052 0.466063 -3.298106 -0.3 0.0 0.2
H -3.038083 1.128339 -0.784250 -0.1 0.4 0.0
H -1.406083 -1.471605 -2.431645 -1.9 0.9 -0.3
H -2.810435 -1.171099 -1.350387 0.1 -0.1 0.1
H 0.247351 -0.663487 -0.988538 0.9 1.1 0.1
H -1.458307 -2.107030 1.153885 -0.4 -0.3 -0.5
H -0.454045 -3.044715 0.004037 -0.1 -0.6 -0.1
H -0.367027 -0.366885 2.710692 -0.4 -0.4 -0.6
H 0.100878 1.412663 2.104110 0.3 0.1 -0.8
H 1.196837 0.541117 0.457494 -0.4 -0.4 -0.4
H 2.039983 -0.402457 3.490715 0.1 -0.1 0.0
H 2.687883 -0.727875 1.839263 0.0 -0.2 0.3
H 2.588592 1.976888 3.171869 0.1 -0.1 0.1
H 2.551412 1.831917 1.427921 -0.1 -0.1 0.0
Y 0.213620 -2.369932 -1.988212 1.1 0.4 2.4

(2)
75
Properties=species:S:1:pos:R:3:forces:R:3 method="wB97M-V/def2-TZVPD" e_above_lowest_kj_mol=0.0 total_charge=+1 spin_multiplicity=1 total_energy_ha=-1407.430231
C -0.697652 -1.435634 3.035097 -0.3 -0.3 -0.2
C -0.964668 -0.076555 2.370275 0.4 0.4 0.5
C 0.418076 0.498169 1.891154 -0.6 -0.4 1.8
C 1.437366 -0.343015 2.643860 0.5 0.2 0.3
N 2.704373 -0.079328 2.845330 -1.4 -0.2 -0.2
C 3.537714 -1.076050 3.539270 0.3 -0.2 0.3
C 4.943338 -0.488443 3.602840 0.1 -0.3 0.2
C 4.895690 0.898147 2.947475 0.1 0.3 -0.1
C 3.451036 1.145357 2.470338 0.3 0.3 -0.3
C 0.811284 -1.541281 3.298615 -0.3 -0.4 -0.1
H -1.286196 -1.541869 3.953073 0.2 0.0 -0.2
H -1.000438 -2.253385 2.366582 0.0 0.3 0.2
H -1.697791 -0.173905 1.568306 0.3 0.2 0.0
H -1.375852 0.641216 3.096775 0.0 -0.3 -0.2
H 0.511177 1.524494 2.293662 0.1 -0.3 -0.2
H 3.141929 -1.270511 4.544852 0.0 0.1 -0.3
H 3.519789 -2.028750 2.988675 -0.2 0.3 0.1
H 5.245991 -0.422689 4.650236 0.1 0.0 -0.2
H 5.638810 -1.155092 3.085512 0.0 0.2 0.2
H 5.185909 1.668559 3.667467 0.0 -0.1 -0.2
H 5.592556 0.947342 2.104318 -0.2 0.1 0.2
H 3.416207 1.324194 1.386378 -0.2 -0.3 0.3
H 3.027022 2.036447 2.959340 -0.2 -0.5 -0.1
H 1.010599 -1.596218 4.383133 0.3 0.2 -0.4
H 1.210457 -2.468902 2.847318 0.0 0.4 0.3
C -4.364551 3.172021 -2.727845 0.3 -0.1 -0.3
C -4.329900 4.489037 -1.952898 -0.3 0.1 0.3
N -3.124027 4.600345 -1.177457 -0.1 0.2 -0.4
C -2.633679 5.833615 -0.597535 -0.1 0.1 0.1
C -1.320898 5.409930 0.110694 0.3 1.0 0.2
C -1.268205 3.931934 -0.042374 0.0 -1.5 0.0
C -0.347921 2.959250 0.332006 -0.6 0.3 -0.7
C -0.577816 1.610600 -0.030303 0.0 -0.2 0.7
C 0.508779 0.595153 0.396260 0.4 0.3 -2.1
C 0.517632 -0.742522 -0.391799 0.3 0.4 -0.1
C 1.380087 -1.780796 0.030332 -0.3 -0.5 -0.1
C 1.360768 -3.016918 -0.603290 -0.5 0.9 -0.5
C 0.502809 -3.188797 -1.702018 0.0 0.8 0.1
N 0.624429 -4.420519 -2.242832 -0.3 -0.6 0.0
C -0.032659 -4.843070 -3.448551 0.3 0.0 -0.3
C -1.242093 -3.957914 -3.742654 -0.2 0.0 0.3
C -0.993432 -2.453143 -3.516129 -0.1 0.2 -0.6
C -0.265215 -2.152845 -2.245724 1.1 0.0 0.7
C -0.152981 -0.898963 -1.622584 -0.3 -0.7 0.1
C 1.681513 -5.180991 -1.617147 0.1 -0.1 0.0
C 2.145315 -4.279182 -0.443256 0.6 -0.6 0.4
C -1.815264 1.239671 -0.584504 0.3 0.4 -0.3
C -2.695330 2.204551 -1.092761 0.8 0.4 0.8
C -2.390576 3.532268 -0.785949 0.3 -0.4 -0.1
C -3.899714 1.938659 -1.928513 -0.7 -0.3 0.0
H -5.382233 3.009233 -3.093593 0.2 0.0 0.0
H -3.712122 3.272810 -3.604120 -0.1 0.0 0.1
H -4.365485 5.343175 -2.645850 -0.1 -0.2 0.1
H -5.212142 4.560072 -1.292769 0.1 0.0 -0.1
H -2.467463 6.594809 -1.374437 0.0 -0.1 0.2
H -3.360279 6.240275 0.121921 0.1 0.0 -0.1
H -0.463759 5.895603 -0.369590 0.0 -0.1 0.1
H -1.328377 5.726644 1.160035 0.1 -0.1 -0.2
H 0.534164 3.243545 0.906956 0.0 -0.1 -0.3
H 1.477841 1.072545 0.153271 -0.3 0.0 0.1
H 2.113883 -1.614253 0.824209 -0.3 -0.1 -0.1
H 0.674961 -4.822228 -4.297726 -0.1 0.0 0.1
H -0.343556 -5.888603 -3.312701 0.0 0.2 -0.2
H -1.548769 -4.122899 -4.779329 -0.1 0.0 0.2
H -2.064261 -4.283728 -3.092509 0.1 0.1 -0.1
H -0.414621 -2.058662 -4.368761 -0.2 0.0 0.2
H -1.954775 -1.927333 -3.506319 0.1 -0.1 -0.2
H -0.610444 -0.055208 -2.139281 0.0 -0.2 0.4
H 1.303716 -6.157733 -1.287772 0.1 0.1 0.0
H 2.500644 -5.369462 -2.328108 -0.1 0.0 0.1
H 3.227462 -4.104989 -0.500766 -0.2 0.0 0.1
H 1.939323 -4.780793 0.511059 0.1 0.2 -0.1
H -2.092496 0.187335 -0.674033 0.2 0.4 -0.2
H -4.722243 1.578944 -1.290777 0.1 0.1 -0.1
H -3.672791 1.127203 -2.632081 -0.2 0.1 0.1

(3)
25
Properties=species:S:1:pos:R:3:forces:R:3 method="wB97M-V/def2-TZVPD" e_above_lowest_kj_mol=560.7 total_charge=0 spin_multiplicity=1 total_energy_ha=-1028.552324
C -1.092634 -1.477894 -0.980020 -0.9 -1.4 -1.0
C -1.518280 -1.068872 0.223488 1.8 0.3 0.1
C -0.453218 -0.971685 1.338427 -1.4 -0.8 -1.8
C -1.674505 0.680895 1.478074 -0.3 -0.6 0.2
C -1.258492 2.012936 0.961032 0.7 0.9 0.9
C -0.425238 1.635963 -0.323809 0.3 1.4 -1.6
C 0.877064 0.792587 -0.313895 2.2 -1.0 -0.4
C 1.115274 -0.815778 -0.149170 -1.4 0.3 -1.0
C 2.562285 -1.043522 -0.374180 2.0 -0.3 -1.8
N 0.790564 -1.091397 1.214496 0.9 -1.0 -0.2
N -0.820137 0.002505 2.176439 -1.5 2.7 2.5
N -2.423535 -0.090812 0.568502 -1.3 0.6 0.3
N 0.263241 -1.564149 -1.158889 2.2 -0.6 0.7
Cl 0.867187 -3.348421 -1.054759 -0.9 0.3 -0.5
H -1.672537 -1.821070 -1.856788 0.0 0.6 0.6
H -2.064704 2.640672 0.612138 -0.4 0.2 0.0
H -0.696545 2.602328 1.756507 -0.4 -0.9 -1.2
H -1.138959 1.307645 -1.158521 1.0 0.2 1.3
H -0.006793 2.616683 -0.737703 -0.8 -1.0 0.7
H 1.428056 0.976397 -1.318605 -1.0 0.1 1.7
H 1.576116 1.071240 0.546641 -1.0 0.4 -1.2
H 2.949209 -0.547012 -1.342901 -0.5 -0.4 1.7
H 2.766037 -2.107606 -0.570253 -0.1 0.5 0.4
H 3.130462 -0.774838 0.534706 -0.3 0.2 -0.7
H -3.079920 0.383205 -0.070958 1.0 -0.7 0.3

(4)
73
Properties=species:S:1:pos:R:3:forces:R:3 method="wB97M-V/def2-TZVPD" e_above_lowest_kj_mol=29.2 total_charge=-1 spin_multiplicity=1 total_energy_ha=-2274.529927
Sr -1.808923 -2.365746 -0.595256 -1.3 0.9 -1.0
C 1.166345 -4.708199 -3.021705 0.1 0.0 -0.1
C 0.442629 -4.300082 -1.749692 0.0 -0.1 0.4
O -0.780884 -3.948263 -1.881278 0.5 -0.6 -0.5
C 1.153673 -4.366506 -0.560447 -0.1 0.1 0.2
C 0.692793 -4.030978 0.775340 0.2 -0.2 -0.4
C 1.631354 -4.269110 1.927777 0.0 0.0 0.1
N -0.486371 -3.542850 0.966375 -0.1 -0.2 0.9
N -0.869163 -3.215454 2.287836 0.2 -0.1 -0.5
C -2.123799 -2.831104 2.341603 0.2 -0.1 0.3
O -2.989210 -2.768068 1.394377 0.0 -0.1 0.6
C -2.564609 -2.368110 3.706940 -0.1 0.0 -0.1
C -3.880457 -1.954197 3.877495 0.0 0.0 0.1
C -4.317490 -1.467377 5.103938 0.0 0.0 -0.1
C -3.440192 -1.392960 6.174408 0.1 0.0 0.0
C -2.124460 -1.817621 6.013058 0.0 0.0 0.0
C -1.691266 -2.302133 4.790380 0.0 0.0 0.0
H 0.523404 -4.530945 -3.882571 0.0 0.0 0.0
H 1.428195 -5.767752 -2.998650 0.0 0.0 0.0
H 2.091420 -4.143465 -3.145056 0.0 0.0 0.0
H 2.177306 -4.713960 -0.635854 0.0 0.0 0.0
H 2.542067 -4.761334 1.592130 0.0 0.0 0.0
H 1.145082 -4.872260 2.694519 0.0 0.0 0.0
H 1.888073 -3.320545 2.403001 0.0 0.0 0.0
H -4.545647 -2.025256 3.026877 0.0 0.0 0.0
H -5.346161 -1.146067 5.219054 0.0 0.0 0.0
H -3.774597 -1.006958 7.129626 0.0 0.0 0.0
H -1.431491 -1.767354 6.843636 0.0 0.0 0.0
H -0.670937 -2.626571 4.640556 0.0 0.0 0.0
C 3.232098 6.098783 -4.453731 0.0 0.0 0.0
O 2.082236 5.683736 -3.751070 0.0 0.0 0.0
C 2.255502 5.280860 -2.456131 0.0 0.0 0.0
C 3.466286 5.316867 -1.779279 -0.1 -0.1 0.1
C 3.513757 4.890155 -0.451337 0.0 0.0 -0.2
C 2.387348 4.396979 0.170375 0.3 0.1 0.8
C 1.171053 4.389663 -0.501758 -0.1 0.1 -0.1
C 1.104895 4.829656 -1.805595 0.0 0.0 0.0
N 2.488994 4.070942 1.596844 0.0 0.2 -0.7
N 2.055964 2.992035 2.016839 -0.2 -0.4 -0.2
C 1.575794 1.983870 1.107395 -0.2 0.2 0.8
C 2.271008 1.549164 0.017098 0.2 -0.4 -0.4
C 1.785429 0.521659 -0.805196 0.2 0.2 0.3
C 0.554252 -0.098854 -0.566454 -0.4 0.1 0.0
O 0.075407 -1.016690 -1.314007 0.3 0.3 0.0
C -0.223679 0.423778 0.565909 -0.2 -0.1 -0.3
N -1.508791 -0.027596 0.702470 0.7 0.1 0.0
C -2.215986 0.394987 1.716809 -0.1 0.0 0.2
C -1.716598 1.279891 2.693986 -0.1 -0.1 -0.1
C -0.462780 1.787307 2.539474 0.1 0.0 0.0
C 0.321822 1.390777 1.426499 0.0 0.1 0.1
H 2.903728 6.339970 -5.461725 0.0 0.0 0.0
H 3.979485 5.301312 -4.498268 0.0 0.0 0.0
H 3.679541 6.986599 -3.997141 0.0 0.0 0.0
H 4.368667 5.676966 -2.250789 0.0 0.0 0.0
H 4.445929 4.929469 0.097293 0.0 0.0 0.0
H 0.279965 4.030336 -0.002869 0.0 0.0 0.0
H 0.168512 4.826468 -2.346119 0.0 0.0 0.0
H 3.230466 2.001847 -0.212732 -0.1 -0.1 0.0
H 2.381836 0.152868 -1.628984 0.0 0.0 0.0
H -3.227302 0.013002 1.791887 0.0 -0.1 0.0
H -2.330824 1.536891 3.545642 0.0 0.0 0.0
H -0.050174 2.486475 3.255394 0.0 0.0 0.0
C -1.545342 -2.087252 -4.561609 0.0 0.0 0.0
N -1.249634 -0.792481 -3.969892 0.1 0.0 0.1
C -2.092812 -0.141231 -3.159455 -0.4 -0.1 0.1
N -1.632646 1.014215 -2.623471 -0.1 0.0 0.0
S -3.664504 -0.686218 -2.802153 0.3 0.1 -0.1
H -0.809435 -2.264827 -5.345430 0.0 0.0 0.0
H -2.539918 -2.062007 -4.999595 0.0 0.0 0.0
H -1.489150 -2.889208 -3.820988 0.0 0.0 0.0
H -0.274215 -0.632866 -3.750570 0.0 0.0 0.0
H -0.631547 1.136378 -2.551780 0.0 0.0 0.0
H -2.151323 1.316553 -1.814204 0.0 0.0 0.0

(5)
22
Properties=species:S:1:pos:R:3:forces:R:3 method="wB97M-V/def2-TZVPD" e_above_lowest_kj_mol=0.0 total_charge=0 spin_multiplicity=1 total_energy_ha=-1035.332434
C 1.319228 -0.483750 -1.425284 1.5 0.0 -1.4
C -0.978260 0.204207 -0.801784 -0.8 0.4 -0.8
C -1.602339 1.584164 1.378146 -1.3 -0.4 -0.7
C -0.990182 1.216014 2.724230 -1.7 -1.7 0.8
C 0.313475 0.165885 0.833877 1.3 0.8 -1.4
C 0.199757 -0.737097 -0.549242 -0.3 1.0 3.6
N 2.781492 0.391222 -2.679607 1.7 1.7 1.0
N 2.224086 0.484564 -1.447518 -1.6 0.0 -0.1
N 1.438748 -1.205016 -2.549593 0.2 -1.2 -0.5
N 2.413914 -0.587516 -3.333470 -1.6 -2.4 -0.2
N -0.783584 0.992423 0.306802 1.0 0.0 0.9
N -0.132930 -2.117435 -0.498846 -0.8 -0.7 0.3
O -1.729300 0.234465 -1.731195 -0.5 0.1 0.2
S -0.241079 -0.416442 2.401288 -0.1 -0.9 0.9
H -2.590454 1.131199 1.255432 -0.1 0.1 0.3
H -1.756353 2.646103 1.333448 0.3 0.6 -0.5
H -0.220301 1.867589 3.047027 0.6 0.8 0.2
H -1.769968 1.091378 3.586125 1.4 0.3 -1.7
H 1.254600 0.773776 0.929898 -0.7 -0.8 -0.2
H 1.099383 -2.202088 -2.649985 0.4 2.0 -0.4
H -0.934186 -2.390300 0.109005 1.0 0.7 -0.7
H 0.684252 -2.643346 -0.238755 0.1 -0.4 0.3

(6)
19
Properties=species:S:1:pos:R:3:forces:R:3 method="wB97M-V/def2-TZVPD" e_above_lowest_kj_mol=0.0 total_charge=0 spin_multiplicity=1 total_energy_ha=-1701.933565
C -0.355263 -1.080902 -4.211631 0.3 -0.8 -2.9
C 0.402386 -1.392012 -3.213285 -2.2 1.1 2.3
C -0.184313 -0.442266 0.512815 1.4 -0.7 1.9
C -0.052674 0.973166 0.000257 2.3 1.0 0.6
C -1.777035 -0.774880 -4.032020 0.1 2.2 2.0
C -1.224283 -0.559474 -1.527793 1.7 -2.1 -1.4
C -2.200055 -1.244318 -2.547459 1.5 4.7 0.1
O -0.961936 -1.206017 -0.378507 -0.7 0.1 -1.8
F 0.008846 -1.103701 -5.582607 -0.4 0.2 1.4
F -1.960201 0.623227 -4.192467 0.2 -0.4 1.0
F -2.618025 -1.222954 -4.897573 -1.3 -1.9 -1.6
F -3.435241 -0.820826 -2.186553 -0.5 -0.1 -0.5
F -2.126589 -2.502151 -2.469499 -0.3 -3.5 0.3
S -0.913086 1.125418 -1.562846 -0.5 0.1 0.4
Cl 2.007784 -1.707090 -3.150687 1.5 -0.4 0.0
H 0.828603 -0.931723 0.788220 -1.5 0.6 -1.2
H -0.704521 -0.498035 1.465633 -0.3 0.3 0.0
H -0.330839 1.703595 0.755774 -0.7 0.0 -0.2
H 1.026135 1.230312 -0.146057 -0.8 -0.4 -0.3

(7)
10
Properties=species:S:1:pos:R:3:forces:R:3 method="wB97M-V/def2-TZVPD" e_above_lowest_kj_mol=325.0 total_charge=0 spin_multiplicity=1 total_energy_ha=-984.391108
C 1.078855 -0.833103 0.268430 1.8 0.8 0.9
C -1.612219 0.745184 -0.247430 -3.1 -0.2 -2.2
H 1.585050 -0.117588 -1.557336 0.0 -3.6 2.7
H 1.029854 -1.659937 0.996282 -0.4 0.6 0.0
H 0.183969 0.339599 1.596307 2.0 0.8 -0.8
H -2.432129 1.333901 -0.839671 2.1 0.0 1.1
N 1.557303 -1.122440 -0.848564 -0.4 3.5 -3.2
N 0.955356 0.572466 0.855017 -4.1 -2.9 0.0
S -0.111333 1.468733 -0.244023 1.4 1.3 0.5
S -2.234707 -0.726813 0.020984 0.6 -0.4 1.0

(8)
14
Properties=species:S:1:pos:R:3:forces:R:3 method="wB97M-V/def2-TZVPD" e_above_lowest_kj_mol=728.5 total_charge=+2 spin_multiplicity=1 total_energy_ha=-2872.546704
C -0.698134 -0.313402 0.058108 -0.3 0.9 -0.2
C 1.378824 -1.269060 -0.010695 3.3 -1.3 0.8
N -1.463890 0.922830 0.046053 -1.6 3.0 -1.1
N 0.557808 -0.156879 -0.040960 -3.8 -2.4 -0.1
N -0.719443 1.883857 -0.016091 2.7 -0.2 0.3
N -2.780805 1.046797 -0.034234 -0.9 -4.2 0.8
Br -4.098273 -0.339298 0.029524 1.1 0.3 0.1
H -1.321272 -1.162030 0.076988 0.0 -1.5 0.3
H 2.005010 -1.221578 0.904412 -1.0 -0.7 0.3
H 1.071301 -2.202548 -0.441758 -1.4 -0.6 0.9
H 2.201975 -1.166801 -0.640905 1.5 1.2 -1.7
H -0.953034 2.842322 -0.033346 -1.5 1.4 -0.1
H 0.820169 0.773787 -0.216694 1.2 2.1 0.1
H -3.300035 1.837776 -0.317574 0.6 2.0 -0.4